[1]
{
  "formula": "C4H7NO2",
  "method": "ωB97M-V with the def2-TZVPD basis set",
  "symbols": ["C", "C", "N", "O", "C", "C", "O", "H", "H", "H", "H", "H", "H", "H"],
  "coordinates": [[-0.038190, 1.497140, -0.551354], [0.402713, 0.116972, -0.112319], [1.303724, -0.163791, 0.739802], [2.001691, 0.952583, 1.161262], [-0.314277, -1.117296, -0.666601], [-1.255380, -1.522766, 0.378200], [-1.528142, -0.707900, -1.154280], [0.241846, 2.233420, 0.202559], [0.465234, 1.730543, -1.494599], [-1.116326, 1.495685, -0.735566], [2.660006, 0.576324, 1.756078], [0.336705, -1.813865, -1.195678], [-2.171742, -2.067790, 0.260398], [-0.987860, -1.209259, 1.412097]],
  "forces_ev_per_a": [[0.28, -0.50, 0.06], [0.63, -0.06, 0.13], [-0.16, -0.07, -0.74], [0.26, 0.30, 0.42], [0.44, -0.07, 0.34], [-0.45, 0.54, -0.57], [-0.48, -0.06, 1.78], [-0.02, -0.07, -0.16], [-0.05, 0.14, 0.07], [0.29, 0.00, 0.09], [-0.07, 0.10, 0.00], [-0.25, 0.04, -0.33], [0.51, -1.26, -0.18], [-0.94, 0.96, -0.92]],
  "nbo_charge": [-0.693, 0.215, -0.156, -0.571, 0.002, -0.109, -0.509, 0.239, 0.234, 0.254, 0.477, 0.189, 0.221, 0.206],
  "largest_force_ha_per_bohr": 0.03592,
  "de_lowest_ev": 5.588,
  "total_energy_ha": -361.67548,
  "smiles": "C/C(=N\\O)[C@H]1CO1",
  "orbital_gap_ev": 10.053,
  "multiplicity": 1,
  "e_homo_ev": -9.711
}

[2]
{
  "formula": "C4H7NO2",
  "method": "ωB97M-V with the def2-TZVPD basis set",
  "symbols": ["O", "C", "C", "N", "C", "C", "O", "H", "H", "H", "H", "H", "H", "H"],
  "coordinates": [[-0.748222, -2.257570, -0.286783], [-0.227817, -1.070812, -0.046551], [0.491082, -0.216509, -1.084988], [0.891208, 0.978764, -0.337803], [-0.235133, 1.342193, 0.533482], [-0.883038, 0.005879, 0.892901], [-1.775135, -0.201630, 1.686665], [0.288186, -2.083911, 0.601306], [0.900279, -1.304300, 0.936074], [1.343758, -0.723234, -1.547943], [-0.281027, -0.048440, -1.870120], [1.157086, 1.742434, -0.957533], [-1.015958, 1.962242, 0.045365], [0.094730, 1.874894, 1.435927]],
  "forces_ev_per_a": [[0.32, 0.50, 0.25], [0.32, 0.26, 0.33], [-0.11, -0.24, -0.03], [-0.25, 0.17, -0.26], [-0.17, 0.03, 0.17], [-0.88, -0.21, 0.59], [1.22, 0.26, -1.03], [0.01, -0.12, -0.03], [-0.56, -0.04, -0.51], [-0.20, 0.10, 0.15], [0.23, 0.00, 0.26], [-0.08, -0.30, 0.25], [0.24, -0.23, 0.09], [-0.09, -0.18, -0.24]],
  "nbo_charge": [-0.733, 0.221, -0.291, -0.615, -0.347, 0.521, -0.474, 0.459, 0.009, 0.228, 0.202, 0.377, 0.209, 0.234],
  "largest_force_ha_per_bohr": 0.03136,
  "de_lowest_ev": 5.462,
  "total_energy_ha": -361.68014,
  "orbital_gap_ev": 9.034,
  "multiplicity": 1,
  "e_homo_ev": -9.308
}

[3]
{
  "formula": "C4H7NO2",
  "method": "ωB97M-V with the def2-TZVPD basis set",
  "symbols": ["C", "C", "O", "C", "C", "N", "O", "H", "H", "H", "H", "H", "H", "H"],
  "coordinates": [[1.240700, -0.538892, 0.423201], [0.632335, 1.065537, -0.589308], [-0.021235, 0.367663, -1.632173], [-1.153184, -0.185051, -1.003278], [-0.867377, -0.103177, 0.478205], [-1.429826, -0.423690, 1.512661], [-0.086334, 1.719875, 0.234819], [1.403441, -0.315064, 1.483071], [2.200102, -0.438299, -0.110428], [0.938591, -1.585738, 0.273709], [1.566365, 1.486781, -0.991743], [-1.297093, -1.221156, -1.334842], [-2.059731, 0.409755, -1.186833], [-1.066755, -0.238545, 2.442939]],
  "forces_ev_per_a": [[0.05, 0.15, -0.20], [0.02, -0.19, 0.09], [-0.18, 0.14, 0.60], [0.12, 0.12, -0.11], [-0.53, -0.37, 0.45], [0.89, 0.56, -0.67], [0.05, -0.61, -0.34], [-0.08, -0.04, -0.23], [-0.24, 0.03, 0.14], [-0.01, 0.29, 0.05], [-0.23, -0.17, 0.20], [0.06, 0.24, 0.16], [0.23, -0.11, 0.11], [-0.15, -0.05, -0.26]],
  "nbo_charge": [-0.837, 0.548, -0.513, -0.187, 0.621, -0.671, -0.662, 0.206, 0.234, 0.217, 0.172, 0.224, 0.232, 0.416],
  "largest_force_ha_per_bohr": 0.02416,
  "de_lowest_ev": 5.388,
  "total_energy_ha": -361.68285,
  "orbital_gap_ev": 8.793,
  "multiplicity": 1,
  "e_homo_ev": -8.635
}

[4]
{
  "formula": "C4H7NO2",
  "method": "ωB97M-V with the def2-TZVPD basis set",
  "symbols": ["C", "C", "C", "C", "H", "H", "H", "H", "H", "H", "H", "N", "O", "O"],
  "coordinates": [[-0.886706, -0.903715, -1.276650], [-0.133747, -0.530557, 0.135035], [-0.768303, 0.407710, 1.226325], [0.419940, 1.312474, 1.055383], [0.024025, -1.197951, -2.028164], [-1.228978, 0.132985, -1.634047], [-1.367982, -1.908947, -1.221141], [0.405686, -1.376018, 0.550020], [-1.724463, 0.617088, 0.733137], [-0.857381, -0.001051, 2.259648], [2.302976, 0.778066, -1.145970], [0.876419, 0.430046, 0.021479], [0.742216, 2.225120, 1.719888], [2.196299, 0.014750, -0.394945]],
  "forces_ev_per_a": [[4.26, 0.64, 0.31], [-0.42, -2.09, -0.51], [-1.69, -1.94, -1.31], [-0.83, -2.42, -0.44], [-1.88, 0.96, 1.75], [-0.63, -2.14, 0.17], [-0.83, 1.53, -0.03], [-0.68, -0.87, 0.17], [-0.08, 0.95, 0.96], [-0.01, 0.33, -0.93], [0.34, -3.03, 2.47], [2.06, 2.39, -0.15], [1.57, 1.55, 0.06], [-1.19, 4.15, -2.52]],
  "nbo_charge": [-0.665, -0.038, -0.518, 0.672, 0.216, 0.232, 0.242, 0.184, 0.232, 0.246, 0.484, -0.210, -0.535, -0.541],
  "largest_force_ha_per_bohr": 0.09715,
  "de_lowest_ev": 4.437,
  "total_energy_ha": -361.71779,
  "smiles": "C[C@@H]1CC(=O)N1O",
  "orbital_gap_ev": 10.055,
  "multiplicity": 1,
  "e_homo_ev": -9.402
}

[5]
{
  "formula": "C4H7NO2",
  "method": "ωB97M-V with the def2-TZVPD basis set",
  "symbols": ["C", "N", "C", "O", "C", "O", "C", "H", "H", "H", "H", "H", "H", "H"],
  "coordinates": [[1.261254, 0.275968, -1.638069], [0.312769, -0.489400, -0.270561], [0.018350, -1.767026, 0.295760], [0.438333, -2.834466, -0.074963], [-0.240580, 0.652546, 0.226225], [0.082537, 1.677387, -0.351674], [-1.193661, 0.749021, 1.385128], [2.019544, -0.473848, -1.653042], [0.539771, 0.259005, -2.452359], [1.727783, 1.291744, -1.636859], [-0.679220, -1.735742, 1.177579], [-2.133694, 0.232012, 1.177328], [-1.388168, 1.816088, 1.510208], [-0.765019, 0.346710, 2.305298]],
  "forces_ev_per_a": [[-0.13, -1.50, 0.31], [0.53, 0.97, -0.52], [0.49, 0.21, -0.58], [0.01, 0.71, -0.12], [-0.09, 0.77, -0.04], [-0.93, 0.87, 0.74], [-0.08, -0.09, 0.14], [0.31, -0.63, -0.58], [0.15, -0.38, 0.20], [-0.68, -1.14, 1.03], [0.40, 0.50, -0.61], [0.10, -0.02, 0.03], [-0.04, -0.25, 0.07], [-0.04, -0.04, -0.07]],
  "nbo_charge": [-0.314, -0.519, 0.534, -0.552, 0.673, -0.607, -0.712, 0.194, 0.212, 0.242, 0.129, 0.235, 0.253, 0.232],
  "largest_force_ha_per_bohr": 0.03261,
  "de_lowest_ev": 2.657,
  "total_energy_ha": -361.78323,
  "smiles": "CC(=O)N(C)C=O",
  "orbital_gap_ev": 10.485,
  "multiplicity": 1,
  "e_homo_ev": -9.864
}

[6]
{
  "formula": "C4H7NO2",
  "method": "ωB97M-V with the def2-TZVPD basis set",
  "symbols": ["O", "C", "C", "N", "C", "C", "O", "H", "H", "H", "H", "H", "H", "H"],
  "coordinates": [[-1.211918, -1.585990, 0.522600], [-0.682817, -0.610233, -0.298504], [-0.963236, 1.028952, 0.165954], [-0.269010, 1.558222, -0.867036], [0.762165, -0.742359, -0.411936], [1.843593, 0.012647, 0.171305], [1.810142, 1.090062, 0.772686], [-2.105019, -1.813042, 0.229132], [-1.216551, -0.552440, -1.246079], [-0.551619, 1.120460, 1.176895], [-2.052011, 1.114808, 0.102207], [0.653299, 1.815515, -0.503804], [1.063995, -1.777880, -0.594370], [2.818716, -0.502214, 0.068127]],
  "forces_ev_per_a": [[-0.26, -0.43, 0.27], [-0.71, 1.76, 0.07], [-0.38, -1.74, 0.55], [0.44, 1.04, -0.78], [0.35, -0.80, 0.31], [0.38, 0.36, 0.20], [0.08, -0.67, -0.21], [0.23, 0.05, 0.09], [0.28, -0.21, -0.13], [-0.17, 0.12, -0.09], [0.14, 0.11, 0.04], [-0.26, 0.13, -0.19], [0.03, 0.19, -0.15], [-0.14, 0.08, 0.03]],
  "nbo_charge": [-0.687, 0.087, -0.276, -0.457, -0.193, 0.305, -0.556, 0.481, 0.207, 0.207, 0.196, 0.351, 0.205, 0.131],
  "largest_force_ha_per_bohr": 0.03691,
  "de_lowest_ev": 5.294,
  "total_energy_ha": -361.68631,
  "orbital_gap_ev": [7.283, 9.056],
  "multiplicity": 1,
  "e_homo_ev": [-8.995, -9.521]
}

[7]
{
  "formula": "C4H7NO2",
  "method": "ωB97M-V with the def2-TZVPD basis set",
  "symbols": ["C", "C", "N", "O", "C", "C", "O", "H", "H", "H", "H", "H", "H", "H"],
  "coordinates": [[1.692986, -0.059045, -1.167706], [0.574437, -0.225814, -0.186996], [0.894346, -0.578401, 1.170683], [2.082481, -0.709402, 1.372332], [-0.729408, -0.019545, -0.431506], [-1.826825, -0.073077, 0.601936], [-2.131468, 1.241723, 1.036159], [2.366670, -0.919049, -1.137367], [1.304120, 0.059646, -2.181294], [2.296325, 0.819911, -0.916226], [-1.360427, 1.558609, 1.524429], [-1.026032, 0.304620, -1.428483], [-2.746954, -0.459176, 0.155748], [-1.551735, -0.722945, 1.437069]],
  "forces_ev_per_a": [[0.03, -0.01, -0.04], [-0.19, 0.07, -0.12], [0.43, -0.01, -0.01], [-0.44, 0.04, -0.04], [0.16, 0.02, 0.04], [0.01, -0.34, -0.09], [0.13, 0.16, 0.17], [-0.10, 0.08, -0.02], [0.01, 0.00, 0.15], [-0.07, -0.12, -0.01], [-0.16, 0.04, -0.05], [0.07, -0.05, 0.12], [0.14, 0.02, 0.00], [-0.02, 0.12, -0.10]],
  "nbo_charge": [-0.665, 0.040, 0.094, -0.296, -0.107, -0.117, -0.700, 0.237, 0.223, 0.233, 0.468, 0.208, 0.189, 0.193],
  "largest_force_ha_per_bohr": 0.00868,
  "de_lowest_ev": 3.750,
  "total_energy_ha": -361.74304,
  "smiles": "C/C(=C/CO)N=O",
  "orbital_gap_ev": 8.554,
  "multiplicity": 1,
  "e_homo_ev": -9.192
}

[8]
{
  "formula": "C4H7NO2",
  "method": "ωB97M-V with the def2-TZVPD basis set",
  "symbols": ["C", "C", "C", "C", "N", "O", "O", "H", "H", "H", "H", "H", "H", "H"],
  "coordinates": [[-2.093730, 0.132293, -0.246248], [-1.113257, 0.983546, -0.432502], [2.231115, -0.755386, -0.305286], [0.071783, 1.182827, 0.506003], [1.133798, -0.779418, 0.360775], [2.961725, 0.368040, -0.410984], [0.938100, 2.008752, 0.170774], [-2.919796, -0.048964, -0.917667], [-1.812875, -0.715160, 0.420228], [-1.106753, 1.918965, -0.956411], [2.778206, -1.648496, -0.633022], [-0.105277, 0.728908, 1.538188], [0.680554, -1.701828, 0.533987], [2.369872, 1.020658, 0.111776]],
  "forces_ev_per_a": [[0.98, -2.23, -0.02], [1.06, 1.95, 1.47], [0.38, -0.49, 1.43], [-0.59, 0.13, 0.13], [0.36, -1.02, -0.55], [-1.93, -0.14, 0.93], [-1.02, -1.22, 1.05], [-0.27, 0.47, 0.17], [-0.72, 0.61, -0.19], [-0.58, -0.03, -1.29], [-0.29, 0.27, -0.41], [0.63, 0.98, -0.94], [0.86, 0.86, -0.67], [1.12, -0.13, -1.11]],
  "nbo_charge": [-0.346, -0.281, 0.453, 0.440, -0.757, -0.663, -0.656, 0.214, 0.186, 0.218, 0.152, 0.144, 0.376, 0.520],
  "largest_force_ha_per_bohr": 0.05171,
  "de_lowest_ev": 2.999,
  "total_energy_ha": -361.77063,
  "smiles": "[H]/N=C/O.C=CC=O",
  "orbital_gap_ev": 10.338,
  "multiplicity": 1,
  "e_homo_ev": -9.727
}

[9]
{
  "formula": "C4H7NO2",
  "method": "ωB97M-V with the def2-TZVPD basis set",
  "symbols": ["O", "C", "C", "O", "C", "N", "C", "H", "H", "H", "H", "H", "H", "H"],
  "coordinates": [[-0.535826, 1.252147, 1.453235], [0.588354, 0.734603, 0.842055], [0.916653, -0.588130, 1.034966], [-0.160444, -1.772677, -0.525195], [-1.157517, -1.107507, -0.860721], [-1.135918, 0.219009, -1.115749], [0.105970, 0.719376, -1.087285], [-1.284950, 1.094617, 0.851146], [1.394649, 1.452281, 0.682113], [1.874432, -0.971778, 0.701487], [0.310837, -1.231421, 1.660432], [-2.150736, -1.578560, -0.883553], [0.943219, 0.129422, -1.466402], [0.180413, 1.796517, -1.235796]],
  "forces_ev_per_a": [[-0.17, -0.01, -0.06], [0.34, -0.28, 0.14], [-0.03, 0.20, -0.01], [-0.24, 0.21, -0.11], [0.05, -0.13, 0.06], [0.22, -0.13, 0.04], [0.00, 0.06, -0.26], [0.04, 0.05, 0.11], [-0.13, -0.11, -0.04], [-0.15, 0.08, 0.02], [0.06, 0.09, -0.09], [0.13, 0.06, 0.01], [-0.12, 0.05, 0.10], [-0.01, -0.16, 0.08]],
  "nbo_charge": [-0.717, 0.004, -0.163, -0.597, 0.467, -0.602, -0.073, 0.493, 0.213, 0.215, 0.227, 0.135, 0.192, 0.204],
  "largest_force_ha_per_bohr": 0.00900,
  "de_lowest_ev": 3.727,
  "total_energy_ha": -361.74390,
  "orbital_gap_ev": 9.072,
  "multiplicity": 1,
  "e_homo_ev": -9.437
}

[10]
{
  "formula": "C4H7NO2",
  "method": "ωB97M-V with the def2-TZVPD basis set",
  "symbols": ["N", "C", "O", "C", "C", "C", "O", "H", "H", "H", "H", "H", "H", "H"],
  "coordinates": [[-1.061880, -1.798934, 0.404448], [-0.420276, -1.386088, -0.720495], [0.046303, -2.148458, -1.546400], [-0.342656, 0.125394, -0.889556], [-0.432441, 0.914347, 0.404027], [1.224226, 1.509077, 0.710291], [0.124503, 2.201617, 0.202987], [-1.194097, -2.788821, 0.544019], [-1.416209, -1.129203, 1.070841], [-1.249770, 0.446376, -1.421808], [0.506915, 0.362444, -1.542300], [0.634798, 0.541067, 1.195419], [1.957198, 1.185397, -0.029395], [1.623384, 1.965785, 1.617924]],
  "forces_ev_per_a": [[0.03, -0.11, -0.06], [-0.06, -0.04, -0.03], [-0.10, 0.16, 0.21], [0.05, 0.01, -0.03], [-0.04, -0.06, -0.14], [0.46, 0.20, -0.02], [-0.12, 0.05, -0.05], [0.03, 0.15, -0.01], [0.04, -0.06, -0.11], [0.08, -0.07, 0.01], [-0.13, -0.01, 0.10], [0.02, -0.09, 0.09], [-0.17, 0.00, 0.11], [-0.09, -0.13, -0.08]],
  "nbo_charge": [-0.834, 0.672, -0.612, -0.619, 0.103, -0.193, -0.517, 0.405, 0.413, 0.268, 0.229, 0.256, 0.204, 0.225],
  "largest_force_ha_per_bohr": 0.00981,
  "de_lowest_ev": 4.555,
  "total_energy_ha": -361.71345,
  "orbital_gap_ev": 9.699,
  "multiplicity": 1,
  "e_homo_ev": -8.894
}

[11]
{
  "formula": "C4H7NO2",
  "method": "ωB97M-V with the def2-TZVPD basis set",
  "symbols": ["O", "C", "C", "C", "N", "C", "O", "H", "H", "H", "H", "H", "H", "H"],
  "coordinates": [[2.192165, -0.278768, 0.019438], [1.232486, 0.540884, -0.567515], [-0.107169, 0.405393, 0.155882], [-0.509910, -0.952045, 0.842565], [-0.101546, 0.180024, 1.604289], [-1.302214, 0.737398, -0.432768], [-2.270713, 1.144925, -0.923936], [2.042693, -0.253071, 0.977614], [1.532644, 1.599574, -0.552230], [1.119055, 0.228229, -1.610785], [-0.537314, -1.626397, -0.977729], [-1.614390, -1.098365, 0.850275], [-0.802256, 0.672600, 2.156974], [-0.913175, -1.300051, -1.554603]],
  "forces_ev_per_a": [[0.05, 0.06, 0.22], [-0.18, 0.19, -0.22], [0.12, 0.05, -0.17], [-0.12, -0.26, 0.41], [-0.12, 0.24, 0.23], [-0.76, 0.66, 0.02], [1.02, -0.42, 0.49], [0.04, -0.10, -0.12], [-0.04, -0.12, 0.03], [0.00, 0.06, 0.13], [-0.16, -0.12, -0.62], [0.15, 0.02, 0.05], [-0.03, 0.18, -0.17], [0.05, -0.46, -0.26]],
  "nbo_charge": [-0.685, -0.040, -0.208, -0.227, -0.566, 0.783, -0.393, 0.486, 0.169, 0.197, 0.055, 0.150, 0.362, -0.083],
  "largest_force_ha_per_bohr": 0.02344,
  "de_lowest_ev": 6.977,
  "total_energy_ha": -361.62447,
  "orbital_gap_ev": [7.808, 7.809],
  "multiplicity": 1,
  "e_homo_ev": [-7.910, -7.910]
}

[12]
{
  "formula": "C4H7NO2",
  "method": "ωB97M-V with the def2-TZVPD basis set",
  "symbols": ["C", "C", "C", "N", "C", "O", "O", "H", "H", "H", "H", "H", "H", "H"],
  "coordinates": [[-0.147802, 0.835741, 1.750628], [-0.264220, 0.499154, 0.278694], [0.918930, -0.215729, -0.299773], [0.387995, -0.468089, -1.626755], [-0.889926, -0.917847, -1.389721], [-1.643198, -1.496198, -2.122249], [-1.199382, -0.581871, -0.071001], [0.336768, 0.040695, 2.328844], [-1.134373, 1.036381, 2.166445], [0.457339, 1.747636, 1.873376], [-0.613577, 1.348799, -0.310022], [0.631637, -1.144900, 0.298269], [1.889479, 0.300798, -0.317053], [0.913976, -0.736150, -2.445779]],
  "forces_ev_per_a": [[-0.23, -0.13, -0.03], [-0.15, 0.13, 0.06], [-0.17, -0.04, 0.18], [-0.34, -0.13, 0.02], [-0.48, -0.03, -0.22], [0.21, 0.10, 0.26], [-0.86, 0.58, -0.47], [-0.19, 0.04, -0.16], [0.02, -0.03, 0.10], [-0.19, -0.28, -0.20], [0.29, 0.25, 0.07], [2.61, 0.41, -0.31], [-0.29, -0.61, 0.37], [-0.22, -0.24, 0.31]],
  "nbo_charge": [-0.634, 0.085, -0.263, -0.663, 0.869, -0.590, -0.521, 0.217, 0.232, 0.225, 0.190, 0.211, 0.222, 0.419],
  "largest_force_ha_per_bohr": 0.05178,
  "de_lowest_ev": 1.108,
  "total_energy_ha": -361.84015,
  "smiles": "C[C@H]1CNC(=O)O1",
  "orbital_gap_ev": 10.725,
  "multiplicity": 1,
  "e_homo_ev": -9.869
}